CH2O4 | ωB97M-V with the def2-TZVPD basis set

Each line ends with the Löwdin charge.
Positions of all 7 atoms, in Å:
1 C 0.22976 -0.27182 -0.12427  -0.505
2 O -0.63040 -1.27228 0.02698  0.129
3 O 0.05799 -1.06355 -1.20795  0.149
4 O 1.36564 -0.06119 0.43971  0.207
5 O -0.87476 1.39621 0.01632  -0.148
6 H 1.46540 0.24598 1.34903  0.163
7 H -1.61363 1.02666 -0.49982  0.005

## Properties
- HOMO energy: -10.575 eV
- Energy above the lowest of the compared OMol25 structures with the same formula, charge and spin: 375.5 kJ/mol
- Multiplicity: 1
- Orbital gap: 10.720 eV



C6H15N3Si | ωB97M-V with the def2-TZVPD basis set

Each line ends with the Löwdin spin population.
Positions of all 25 atoms, in Å:
1 C 2.06781 1.30302 0.03281  0.205
2 C 2.56181 -1.07232 0.14705  0.098
3 C 0.21006 0.13708 -0.89172  0.462
4 C -2.19421 -1.64335 -0.47969  0.015
5 C -1.86000 1.40322 -0.68414  0.349
6 C -0.82059 -0.04354 2.07896  0.009
7 N 1.09001 1.21487 -0.80013  0.059
8 N 2.71384 0.24222 0.54105  0.077
9 N 1.66679 -1.41178 -0.64925  0.407
10 Si -1.20858 -0.25273 0.22504  0.187
11 H 2.65220 2.16719 0.10891  0.010
12 H 3.30135 -1.64366 0.63005  0.016
13 H 0.07278 0.10665 -1.95528  0.004
14 H -2.25822 -1.52699 -1.53900  0.000
15 H -2.15818 -2.67271 -0.40186  0.004
16 H -3.24879 -1.37537 -0.15805  0.006
17 H -1.16689 2.17677 -0.53487  0.014
18 H -2.00198 1.31106 -1.84810  0.004
19 H -2.87698 1.57811 -0.27391  0.047
20 H -1.79986 -0.10851 2.62583  0.002
21 H -0.08514 -0.63271 2.65364  0.003
22 H -0.43714 0.81994 2.52934  0.001
23 H 0.88431 1.85660 -1.59829  0.010
24 H 3.37594 0.47090 1.19592  0.001
25 H 1.51966 -2.40397 -0.95430  0.011

## Properties
- HOMO energy (spin up / spin down): -15.305 / -18.633 eV
- Energy above the lowest of the compared OMol25 structures with the same formula, charge and spin: 0.0 kJ/mol
- Multiplicity: 3
- Total charge: +2
- Orbital gap (spin up / spin down): 7.323 / 6.039 eV



C4H12O2 | ωB97M-V with the def2-TZVPD basis set

Each line ends with the Löwdin charge.
Positions of all 18 atoms, in Å:
1 C 0.62375 -0.74017 1.70101  -0.059
2 C -0.24420 0.16923 0.86453  -0.135
3 C 0.27962 1.29611 0.26406  -0.120
4 C -0.61115 2.02990 -0.67088  -0.069
5 H 0.86833 -0.27129 2.65705  0.089
6 H 0.15878 -1.70251 1.86161  0.070
7 H 1.54823 -0.87949 1.15394  0.095
8 H -1.32929 0.15743 0.83907  0.158
9 H 1.29762 1.67690 0.38453  0.156
10 H -1.06625 1.30072 -1.34835  0.089
11 H -1.37510 2.57130 -0.11149  0.093
12 H -0.06995 2.76944 -1.25430  0.086
13 H 0.98139 -0.37844 -2.21633  -0.075
14 H -0.24706 -1.73725 -1.02900  -0.047
15 O 0.13303 -0.72406 -2.02380  -0.365
16 H 0.24509 0.09823 -0.33621  0.165
17 H -0.81181 -3.23134 -0.47690  0.019
18 O -0.38102 -2.40471 -0.25854  -0.150

## Properties
- HOMO energy: -8.375 eV
- Energy above the lowest of the compared OMol25 structures with the same formula, charge and spin: 361.4 kJ/mol
- Multiplicity: 1
- Orbital gap: 8.089 eV



C3H4N2O | ωB97M-V with the def2-TZVPD basis set

Each line ends with the Löwdin charge.
Positions of all 10 atoms, in Å:
1 O 1.49492 1.41874 -0.44202  0.052
2 C 0.50749 0.52595 -0.18421  -0.327
3 C -0.48939 0.19915 -1.11977  -0.096
4 N -1.37335 -0.66290 -0.61514  0.041
5 N -0.95291 -0.87515 0.60692  -0.091
6 C 0.21452 -0.23450 0.95418  -0.069
7 H 1.95611 1.64293 0.37534  0.112
8 H -0.57399 0.51658 -2.14635  0.109
9 H -1.49094 -1.39413 1.28071  0.146
10 H 0.70753 -1.13669 1.29035  0.125

## Properties
- HOMO energy: -8.837 eV
- Energy above the lowest of the compared OMol25 structures with the same formula, charge and spin: 244.8 kJ/mol
- Structure (SMILES): Oc1cn[nH]c1
- Multiplicity: 1
- Orbital gap: 9.672 eV



C5H5NS2 | ωB97M-V with the def2-TZVPD basis set

Each line ends with the Löwdin charge.
Positions of all 13 atoms, in Å:
1 C 1.49780 -0.03472 -1.12913  -0.130
2 C 0.35973 0.17030 -0.15716  -0.721
3 C -0.85696 -0.45783 -0.20327  -0.598
4 C -1.19788 -1.48445 -1.13198  -0.250
5 N -1.31263 -2.42684 -1.79475  0.159
6 S -2.06104 0.27263 0.81910  0.910
7 C -0.81313 0.88522 1.91318  -0.748
8 S 0.60453 1.43856 0.90745  0.954
9 H 2.26540 -0.81711 -0.73476  0.107
10 H 1.16472 -0.35447 -2.31895  0.157
11 H 2.02174 0.98520 -1.18141  0.066
12 H -0.41254 0.10018 2.66769  0.093
13 H -1.25973 1.72334 2.34399  0.002

## Properties
- HOMO energy: -8.295 eV
- Energy above the lowest of the compared OMol25 structures with the same formula, charge and spin: 101.7 kJ/mol
- Structure (SMILES): CC1=C(C#N)SCS1
- Multiplicity: 1
- Orbital gap: 8.466 eV



Repeat the fifth record exactly.
C5H5NS2 | ωB97M-V with the def2-TZVPD basis set

Each line ends with the Löwdin charge.
Positions of all 13 atoms, in Å:
1 C 1.49780 -0.03472 -1.12913  -0.130
2 C 0.35973 0.17030 -0.15716  -0.721
3 C -0.85696 -0.45783 -0.20327  -0.598
4 C -1.19788 -1.48445 -1.13198  -0.250
5 N -1.31263 -2.42684 -1.79475  0.159
6 S -2.06104 0.27263 0.81910  0.910
7 C -0.81313 0.88522 1.91318  -0.748
8 S 0.60453 1.43856 0.90745  0.954
9 H 2.26540 -0.81711 -0.73476  0.107
10 H 1.16472 -0.35447 -2.31895  0.157
11 H 2.02174 0.98520 -1.18141  0.066
12 H -0.41254 0.10018 2.66769  0.093
13 H -1.25973 1.72334 2.34399  0.002

## Properties
- HOMO energy: -8.295 eV
- Energy above the lowest of the compared OMol25 structures with the same formula, charge and spin: 101.7 kJ/mol
- Structure (SMILES): CC1=C(C#N)SCS1
- Multiplicity: 1
- Orbital gap: 8.466 eV



Question: multiplicity of number 1 (CH2O4)?
Answer: 1



Question: Which formula does entry 2 have?
Answer: C6H15N3Si